No. 1
DFT (the ωB97M-V functional and the def2-TZVPD basis) results for an isolated ion of composition C5H11IN and charge +1 in a non-equilibrium geometry.

Each line ends with the Löwdin charge.
Positions of all 18 atoms, in Å:
H: -0.98 -1.29 -2.25  0.06
C: -0.28 0.16 -0.85  -0.45
H: 1.81 -0.09 -0.56  0.10
H: 1.38 1.22 -1.64  0.11
I: -0.74 -2.83 0.29  1.34
C: -1.19 -0.79 -1.32  -0.19
H: 1.21 1.61 0.89  0.09
H: -0.22 2.20 1.75  0.10
H: -1.60 0.94 0.44  0.16
C: 1.12 0.21 -1.35  -0.01
N: -0.63 0.95 0.16  0.03
H: -2.24 -0.67 -1.09  0.06
C: 0.09 -2.10 1.95  -0.50
H: 1.15 -2.12 2.05  -0.03
H: -0.54 -1.78 2.76  -0.03
H: 0.20 2.88 0.18  0.11
H: 1.25 -0.46 -2.19  0.10
C: 0.19 1.96 0.77  -0.04

Its charge is +1. As for the LUMO energy (spin up / spin down): -5.62 / -5.62 eV.

No. 2
DFT (the ωB97M-V functional and the def2-TZVPD basis) results for CH4N2O2S as an isolated structure in a non-equilibrium geometry.

Each line ends with the Löwdin charge.
Positions of all 10 atoms, in Å:
C: 1.97 1.95 -0.36  -0.55
S: 2.41 1.28 1.13  0.79
O: 0.82 2.30 -0.60  -0.15
H: 0.25 0.40 -0.77  0.01
H: -1.35 0.49 -1.17  0.10
N: -0.67 0.30 -0.40  0.06
H: 1.24 1.11 1.81  -0.10
N: -0.48 1.99 0.43  -0.16
O: -1.41 2.68 0.17  -0.03
H: -0.71 -0.62 -0.05  0.04

Its multiplicity is 3. As for the LUMO energy (spin up / spin down): 0.44 / -1.65 eV.

No. 3
DFT (the ωB97M-V functional and the def2-TZVPD basis) results for H4O2 as an isolated structure in a non-equilibrium geometry.

Each line ends with the Löwdin charge.
Positions of all 6 atoms, in Å:
H: -0.85 0.88 0.60  0.22
H: 0.81 0.12 -0.32  0.05
O: -1.27 -0.13 -0.01  -0.33
H: 1.63 -0.86 0.54  0.14
H: -2.21 -0.04 -0.68  0.16
O: 1.89 0.03 -0.13  -0.25

As for the LUMO energy: -0.17 eV.

No. 4
DFT (the ωB97M-V functional and the def2-TZVPD basis) results for C54H57ClN5O3PtS as an isolated structure.

Each line ends with the Löwdin charge.
Positions of all 122 atoms, in Å:
C: 2.55 3.26 2.82  -0.07
H: -1.65 -0.84 1.70  0.10
C: 0.61 4.84 2.60  -0.06
C: -0.44 -6.37 0.62  -0.21
H: -1.47 -1.62 -4.59  0.08
H: -3.78 -2.17 -3.53  0.10
C: 2.72 4.97 0.30  -0.05
C: -3.22 0.52 -4.05  -0.06
H: -2.93 -1.69 3.54  0.06
H: 4.54 -1.73 3.81  0.11
H: -2.18 7.04 -0.70  0.09
H: -4.64 0.34 -0.39  0.10
H: 3.92 6.01 -1.15  0.09
H: -4.46 -3.88 -1.88  0.09
C: 1.39 -4.03 -1.50  -0.07
C: 2.18 -0.79 2.85  -0.26
C: -5.41 3.68 -0.51  -0.05
O: 0.37 -4.86 -0.95  -0.02
H: 2.87 -6.22 2.62  0.10
H: -0.32 5.05 2.06  0.07
C: 2.80 4.39 -2.02  -0.05
C: 5.92 -0.14 -0.29  -0.06
H: -0.23 -1.14 -3.41  0.07
H: 0.89 1.66 -2.59  0.09
C: 1.95 -6.26 2.06  -0.11
C: 1.80 -5.49 0.91  0.01
C: 0.92 -7.06 2.48  -0.68
C: -3.75 5.62 -0.59  -0.05
O: 2.76 -2.70 -0.05  -0.02
H: -1.60 0.75 -2.68  0.11
H: -0.34 5.39 -0.59  0.10
C: -3.43 -2.10 -2.50  -0.04
C: -1.82 1.40 -0.40  -0.23
C: -3.35 -2.97 -0.28  -0.06
H: -4.53 6.37 -0.64  0.10
H: -0.03 -2.57 1.41  0.07
C: -3.81 -3.06 -1.58  -0.09
H: 2.54 -2.60 3.98  0.11
N: 1.36 0.18 2.52  0.14
Cl: 1.10 -8.03 3.92  0.61
C: 1.88 3.36 -1.81  -0.16
H: -3.70 -0.24 -4.67  0.07
H: -6.56 1.90 -0.46  0.09
H: 2.31 -4.60 -1.64  0.13
H: -4.09 -1.40 2.24  0.08
H: 0.71 4.28 -4.13  0.08
C: -3.19 1.93 -0.42  -0.08
H: 6.94 -0.44 -0.12  0.09
C: -0.96 -2.85 1.89  -0.03
C: -1.36 5.04 -0.55  -0.02
H: 5.52 -0.64 -1.17  0.08
H: 2.06 1.43 -4.69  0.07
H: 0.36 4.60 3.63  0.07
H: -0.10 2.77 -4.58  0.07
H: -0.46 1.08 2.86  0.12
N: 0.41 2.14 -0.33  -0.14
C: 3.21 5.20 -0.97  -0.09
C: -3.23 -2.01 2.54  -0.06
H: 0.68 2.81 1.90  0.10
H: -3.64 -3.73 0.45  0.10
H: 0.45 -2.34 5.28  0.11
C: -5.56 2.32 -0.46  -0.09
C: -1.71 -6.42 -0.19  -0.02
C: 4.57 -1.32 2.82  -0.04
C: 2.48 2.10 -3.93  -0.07
H: -1.08 -0.42 4.75  0.10
C: -1.04 -0.77 -4.05  -0.05
C: 0.30 3.35 -3.74  -0.04
C: -3.05 3.35 -0.45  -0.10
C: 0.71 -1.61 4.52  -0.08
C: 1.89 -1.75 3.82  -0.01
C: -2.15 -0.95 -0.81  -0.19
C: -2.07 -1.84 1.57  -0.35
H: -0.61 -0.08 -4.78  0.07
H: 3.18 4.57 -3.02  0.10
H: 2.95 2.94 -4.45  0.07
C: -0.93 2.44 -0.35  -0.22
C: -2.52 -1.93 0.12  -0.13
H: -0.53 3.60 -3.08  0.07
H: 2.59 -4.81 0.61  0.10
C: 1.69 -2.76 -0.67  -0.63
H: 5.87 0.94 -0.46  0.09
C: -0.15 -0.57 4.22  -0.07
C: 3.79 -0.30 0.96  -0.62
C: 1.80 3.95 0.54  -0.15
H: -1.23 -3.85 1.54  0.08
C: -4.10 4.24 -0.51  -0.18
H: 6.65 -1.36 2.12  0.12
H: -3.98 0.99 -3.42  0.07
H: 2.22 2.90 3.80  0.07
C: 0.61 -5.54 0.19  -0.24
C: 1.37 3.15 -0.52  -0.24
N: 5.13 -0.50 0.87  -0.13
C: -1.67 3.71 -0.43  -0.08
H: -6.28 4.32 -0.56  0.10
C: -2.10 -0.08 -3.19  -0.37
H: -2.47 -7.00 0.33  0.08
C: -0.28 -7.11 1.77  -0.08
H: -1.52 -6.87 -1.16  0.09
C: -2.61 -1.04 -2.14  -0.14
C: -2.43 5.99 -0.62  -0.09
H: 3.23 4.10 2.98  0.07
H: -0.80 -2.90 2.97  0.06
H: -1.08 -7.74 2.13  0.11
H: 0.99 -3.72 -2.47  0.13
S: 3.00 0.37 -0.37  0.74
C: 1.37 2.56 -2.99  -0.38
H: 1.22 5.74 2.60  0.07
N: -1.32 0.12 -0.45  -0.12
N: 3.44 -0.81 2.19  0.04
H: -3.56 -3.05 2.61  0.07
H: 3.06 5.59 1.13  0.10
H: -2.08 -5.41 -0.38  0.06
C: 1.36 3.66 1.96  -0.37
C: -4.46 1.41 -0.42  -0.01
H: -2.81 1.28 -4.72  0.07
H: 3.12 2.46 2.34  0.06
Pt: 0.69 0.14 -0.39  0.96
H: 3.25 1.55 -3.39  0.07
O: 0.74 -1.92 -0.71  -0.21
C: 5.61 -1.11 2.00  -0.05
C: 0.20 0.28 3.18  -0.12

Its charge is -1. As for the LUMO energy: 2.20 eV.

No. 5
DFT (the ωB97M-V functional and the def2-TZVPD basis) results for C6H8LiO5Rb as an isolated structure in a non-equilibrium geometry.

Each line ends with the Löwdin charge.
Positions of all 21 atoms, in Å:
C: -2.36 -0.75 -0.34  -0.17
Li: -2.65 2.07 -1.65  0.80
Rb: 4.04 2.16 -0.82  0.90
C: -2.69 -0.20 1.04  -0.17
H: 2.29 -0.87 1.19  0.08
O: -1.83 0.39 -0.99  -0.15
C: 3.74 -1.05 -0.34  -0.22
C: -1.18 1.26 -0.01  -0.67
H: -3.68 0.28 1.05  0.12
O: -1.67 0.75 1.26  -0.02
H: -3.24 -1.11 -0.89  0.12
C: 2.41 -1.16 0.13  -0.12
H: 4.49 -0.84 0.43  0.01
H: -2.65 -0.96 1.83  0.13
C: 0.35 1.00 0.05  -0.55
O: 0.78 -0.10 -0.44  -0.07
O: -1.49 2.50 -0.28  -0.17
H: 1.87 -1.99 -0.34  0.08
O: 1.07 1.83 0.63  -0.04
H: -1.60 -1.54 -0.29  0.13
H: 4.01 -1.65 -1.22  0.01

As for the LUMO energy: -0.72 eV.